Record 1
Entry from OMol25: the ion C21H33N3O2 with charge +2 (ωB97M-V/def2-TZVPD).

```
59
Properties=species:S:1:pos:R:3:forces:R:3
C 1.67192 -5.25214 -6.05253 -0.088 0.075 0.003
C 1.35881 -3.82284 -5.62754 -0.033 0.452 0.186
C 2.23172 -3.34168 -4.45833 0.273 -0.227 -0.060
C 2.03409 -1.86916 -4.04084 0.396 -0.048 0.041
N 1.31447 -1.69143 -2.75210 -0.967 -0.243 0.505
C -0.06151 -1.88490 -2.59031 0.382 0.031 -0.330
C -0.34882 -1.67947 -1.28314 -0.092 0.096 0.031
N 0.84560 -1.36645 -0.64203 -0.565 0.064 0.330
C 0.96798 -0.96781 0.78223 0.248 -0.112 0.424
C 1.01570 0.56431 0.91912 -0.359 0.577 -0.243
C 2.30586 1.07274 0.28473 0.450 0.218 -0.622
C 2.86652 2.13308 1.21884 -0.222 0.615 -0.179
C 2.43836 1.63085 2.58303 0.253 -0.463 0.062
N 1.04006 1.09854 2.35502 -0.364 -0.587 0.311
C -0.24986 2.01013 3.27470 -0.335 0.674 0.993
O 0.06783 3.31585 3.35756 -0.075 -0.636 -0.487
C 0.59185 3.84037 4.59016 0.149 0.096 0.745
C -1.64456 1.76940 2.77024 0.839 -0.249 -0.063
C -2.15662 0.45924 2.85439 -0.366 0.726 -0.132
C -3.46857 0.21295 2.49899 -0.375 0.220 -0.443
C -4.30959 1.26302 2.03921 -0.191 0.400 -0.123
O -5.55971 0.90185 1.61176 1.152 0.795 0.299
C -6.44141 1.89281 1.01021 0.016 0.022 0.131
C -3.81292 2.59772 2.06999 -0.424 -0.523 -0.380
C -2.47571 2.83613 2.39103 -0.326 -0.191 0.250
C 1.82201 -1.39959 -1.55259 0.749 -0.012 -0.517
H 1.07705 -5.51193 -6.92486 -0.010 -0.061 -0.045
H 2.72223 -5.37622 -6.32124 -0.011 0.060 0.038
H 1.43238 -5.96961 -5.26817 0.033 0.002 0.066
H 1.51837 -3.14289 -6.48038 -0.117 -0.161 0.227
H 0.30119 -3.73920 -5.33437 0.120 -0.033 -0.180
H 2.08875 -4.00122 -3.58728 0.115 0.182 -0.189
H 3.28653 -3.43337 -4.76566 -0.320 -0.093 0.187
H 3.01625 -1.40687 -3.89089 -0.311 0.090 -0.093
H 1.48193 -1.30864 -4.80893 0.168 -0.072 0.340
H -0.70574 -2.15127 -3.43075 0.338 0.137 0.433
H -1.30248 -1.72919 -0.76639 0.355 0.046 -0.072
H 0.13816 -1.38928 1.35539 -0.002 -0.147 -0.355
H 1.90671 -1.39258 1.16759 -0.327 0.000 -0.078
H 0.13621 0.97994 0.40965 0.086 0.034 0.307
H 3.03370 0.25766 0.17918 -0.140 0.144 0.149
H 2.09790 1.45381 -0.71899 0.187 0.035 0.128
H 3.95350 2.27302 1.16551 -0.327 -0.154 -0.082
H 2.39624 3.09977 0.96700 0.178 -0.269 0.388
H 3.04300 0.76011 2.88425 -0.013 0.334 -0.105
H 2.53756 2.38259 3.36800 -0.536 -0.208 -0.108
H 0.85088 0.32206 2.98582 0.588 -0.262 -0.290
H 0.00985 1.43136 4.21068 -0.426 0.689 -0.783
H 0.29797 4.90413 4.64930 0.229 -0.622 -0.222
H 0.16280 3.32457 5.47492 0.181 0.162 -0.609
H 1.68577 3.73915 4.59802 -0.344 0.211 0.118
H -1.53434 -0.33078 3.26891 -0.139 -0.075 -0.107
H -3.88972 -0.78310 2.53659 0.007 -0.004 0.074
H -7.26085 1.28386 0.60896 0.259 0.332 0.105
H -6.85104 2.59646 1.76897 0.415 -0.480 -0.424
H -5.95050 2.45281 0.18166 -0.181 -0.448 0.625
H -4.48088 3.43769 1.82046 0.481 -0.528 0.128
H -2.12858 3.87227 2.43357 0.029 -0.488 -0.103
H 2.88569 -1.22860 -1.34833 -0.690 -0.122 -0.197
```
Positions in Å, forces in eV/Å.

total charge = +2
SMILES string = CCCCn1cc[n+](C[C@@H]2CCC[N@H+]2[C@@H](OC)c2ccc(OC)cc2)c1
calculated total energy = -1134.15095 hartree
HOMO-LUMO gap = 8.479 eV
strongest force on any atom = 1.4 eV Å⁻¹
LUMO = -5.272 eV



Record 2
Entry from OMol25: an isolated molecule of C21H33N3O3S (ωB97M-V/def2-TZVPD).

```
61
Properties=species:S:1:pos:R:3:forces:R:3
C -1.36363 3.03570 -2.57191 0.087 -0.037 0.242
C -1.49048 2.71675 -1.08715 -0.265 -0.143 -0.260
C -2.62099 1.71855 -0.83032 0.231 0.270 0.160
N -2.87170 1.54956 0.58616 -0.120 -0.162 -0.145
C -1.81216 0.87286 1.32042 0.165 0.434 0.443
C -1.16813 1.80304 2.35341 0.124 -0.394 -0.092
C -0.07578 1.08410 3.13468 -0.149 0.226 -0.071
C -4.21042 1.11707 0.90800 -0.149 -0.279 -0.198
C -4.68508 -0.22363 0.30158 -0.021 0.744 -0.133
N -3.99454 -1.36877 0.85157 0.167 -0.830 -0.434
S -3.44239 -2.56996 -0.17326 -0.010 0.242 0.422
O -4.00671 -2.39595 -1.48257 0.225 0.236 0.078
O -3.62805 -3.81405 0.51538 0.156 0.125 0.230
C -1.70561 -2.18050 -0.24186 -0.584 -0.178 -0.165
C -0.93188 -2.39409 0.88149 0.083 -0.051 -0.040
C 0.39621 -1.99673 0.90891 -0.026 -0.087 0.176
C 0.91315 -1.37808 -0.22115 -0.556 -0.145 -0.094
C 0.13097 -1.19565 -1.36674 0.098 -0.038 0.298
C -1.18723 -1.59347 -1.38463 0.071 -0.050 -0.019
C 0.93942 -0.53386 -2.44150 -0.038 -0.036 -0.054
C 2.30257 -0.30151 -1.76745 0.360 0.313 -0.368
N 2.19405 -0.86817 -0.42434 -0.052 -0.098 0.055
C 3.19941 -0.86048 0.50384 0.210 0.280 -0.196
O 3.04638 -1.28996 1.62775 -0.033 -0.139 0.229
C 4.51968 -0.30015 0.01799 -0.202 0.096 0.283
C 5.33218 -1.24127 -0.90251 0.032 -0.109 -0.358
C 6.51913 -1.15575 0.06863 0.291 -0.086 0.008
C 5.65224 -0.36131 1.05587 -0.019 0.122 0.272
H -0.52584 3.70566 -2.75163 0.056 0.049 -0.108
H -1.20889 2.12535 -3.14861 0.027 -0.074 -0.140
H -2.26870 3.51463 -2.93795 -0.087 0.053 -0.097
H -0.54815 2.30764 -0.71904 0.081 0.000 0.113
H -1.69911 3.63036 -0.52916 0.031 -0.013 0.098
H -2.37621 0.76548 -1.32978 -0.074 0.077 -0.064
H -3.53608 2.11073 -1.28229 -0.027 -0.037 -0.083
H -2.20560 -0.00810 1.83431 0.105 0.027 -0.070
H -1.04079 0.52171 0.63002 0.011 -0.099 -0.027
H -1.93953 2.16136 3.03703 -0.074 0.086 -0.020
H -0.75179 2.67286 1.84395 -0.060 0.094 -0.039
H -0.48747 0.22849 3.66499 0.009 -0.147 0.100
H 0.37937 1.75205 3.86192 0.104 -0.012 0.103
H 0.70281 0.72159 2.46692 0.146 -0.087 -0.043
H -4.28865 1.06194 1.99600 -0.108 0.058 0.049
H -4.90279 1.89086 0.55934 -0.079 -0.049 0.095
H -5.76831 -0.30812 0.45032 0.078 -0.046 -0.083
H -4.49447 -0.24184 -0.77224 -0.192 0.182 0.003
H -4.39849 -1.75744 1.68724 -0.010 -0.271 0.105
H -1.38229 -2.87701 1.73315 0.022 -0.051 0.205
H 1.00947 -2.14848 1.78041 -0.013 -0.006 0.017
H -1.81979 -1.47292 -2.24984 -0.037 0.073 -0.149
H 0.48206 0.40311 -2.76114 0.033 0.007 -0.035
H 1.02568 -1.17858 -3.31723 0.028 0.050 -0.017
H 2.53098 0.76667 -1.69933 0.015 -0.107 -0.063
H 3.11039 -0.79171 -2.31446 -0.040 0.097 0.009
H 4.37177 0.69420 -0.40542 -0.019 -0.018 -0.034
H 5.52573 -0.86037 -1.90392 -0.052 -0.055 -0.048
H 4.90465 -2.23996 -0.97615 -0.051 -0.042 -0.055
H 6.88440 -2.11130 0.43645 0.072 -0.018 -0.005
H 7.35798 -0.58754 -0.32758 0.043 -0.020 -0.025
H 6.05070 0.60128 1.36666 -0.008 0.032 0.042
H 5.35635 -0.92696 1.93676 -0.010 0.040 -0.004
```
Positions in Å, forces in eV/Å.

relative energy (zero: lowest compared OMol25 entry of this formula, charge and spin) = 41.04 kcal/mol
SMILES string = CCCN(CCC)CCNS(=O)(=O)c1ccc2c(c1)CCN2C(=O)C1CCC1
calculated total energy = -1608.15869 hartree
HOMO-LUMO gap = 8.601 eV
strongest force on any atom = 1.0 eV Å⁻¹
LUMO = 0.526 eV



Record 3
Entry from OMol25: an isolated molecule of C21H33N3O3S (ωB97M-V/def2-TZVPD).

```
61
Properties=species:S:1:pos:R:3:forces:R:3
C 2.02684 -5.00200 -6.46518 0.006 0.037 -0.043
C 1.28510 -4.10614 -5.52297 0.016 0.038 0.102
C 1.95739 -3.42482 -4.51388 -0.105 -0.005 -0.064
C 1.27380 -2.57971 -3.65651 0.035 0.148 0.153
C -0.08857 -2.41733 -3.81178 -0.184 0.296 0.458
S -1.00952 -1.34942 -2.71811 -0.113 -0.477 -0.270
O -1.86399 -0.49282 -3.48423 -0.220 -0.066 -0.116
O -0.09033 -0.70494 -1.80807 0.188 -0.231 -0.100
N -2.00968 -2.47749 -1.96459 0.534 0.528 -0.786
C -3.15642 -1.87072 -1.31494 -0.368 0.642 0.103
C -2.72294 -1.06396 -0.09437 -0.162 -0.219 -0.069
C -1.90334 -1.92296 0.88160 0.103 0.177 0.113
C -1.28206 -1.00749 1.94068 -0.290 -0.548 -0.329
O -1.59256 -1.05981 3.11362 -0.150 0.021 0.402
N -0.36305 -0.15234 1.44998 0.309 0.345 -0.219
C 0.24681 0.87585 2.25600 -0.099 0.270 0.080
C -0.32652 2.26260 1.92196 0.066 -0.325 0.098
N 0.32151 3.27951 2.71909 -0.140 -0.070 -0.209
C 0.49167 4.57548 2.09421 0.303 0.248 -0.088
C 1.93512 5.09012 2.21238 -0.080 -0.093 0.059
C 2.62184 4.69505 3.51970 -0.031 0.251 -0.066
C 1.75878 4.89317 4.76740 0.169 -0.279 0.044
C 0.91569 3.66059 5.08953 -0.300 0.200 -0.058
C -0.19054 3.37957 4.07223 0.217 -0.078 0.385
C -0.80871 -2.74648 0.18640 -0.088 -0.129 -0.072
C -1.32063 -3.40701 -1.09426 0.566 -0.268 0.360
C -0.77823 -3.08146 -4.80833 -0.096 -0.036 -0.134
C -0.08907 -3.92394 -5.66072 -0.020 0.106 0.108
H 2.27709 -4.45387 -7.37366 0.048 -0.024 -0.081
H 1.41721 -5.85655 -6.74865 0.007 -0.082 -0.039
H 2.95238 -5.35703 -6.01959 0.063 -0.058 -0.012
H 3.02320 -3.55657 -4.39920 0.100 -0.017 0.021
H 1.77802 -2.03946 -2.87061 0.113 0.027 0.086
H -3.84751 -2.67244 -1.03825 0.063 -0.005 -0.091
H -3.63159 -1.22350 -2.05315 -0.191 -0.088 0.151
H -3.59815 -0.66729 0.42333 0.019 0.065 0.003
H -2.12877 -0.22197 -0.45278 -0.121 0.060 0.094
H -2.58547 -2.60530 1.40007 0.092 0.131 0.048
H -0.19298 -0.11632 0.45399 -0.077 -0.127 0.055
H 1.32704 0.88686 2.08894 -0.045 0.040 0.069
H 0.04954 0.62008 3.29857 0.105 0.036 -0.084
H -1.42058 2.23935 2.06755 0.045 -0.010 -0.075
H -0.13216 2.46046 0.86463 -0.052 0.032 0.028
H 0.23218 4.51934 1.03355 -0.067 -0.011 0.080
H -0.18973 5.31020 2.55027 -0.014 -0.073 -0.053
H 1.91877 6.17821 2.11718 0.051 0.055 -0.059
H 2.52945 4.69563 1.38607 0.013 0.050 -0.083
H 2.90984 3.64488 3.46323 0.098 -0.007 0.013
H 3.53696 5.28531 3.60967 0.041 -0.062 -0.013
H 2.41165 5.08582 5.62244 -0.055 0.075 -0.001
H 1.11612 5.76673 4.64446 -0.045 0.140 0.066
H 0.44967 3.78581 6.06988 -0.002 -0.059 0.063
H 1.57415 2.79150 5.14007 0.021 -0.060 0.041
H -0.67157 2.43751 4.34180 -0.058 0.018 -0.022
H -0.95563 4.17348 4.14463 0.003 -0.095 -0.052
H 0.03035 -2.10588 -0.07928 -0.017 -0.171 0.127
H -0.44579 -3.51385 0.87267 0.036 0.006 0.009
H -2.02575 -4.21113 -0.86006 0.043 0.029 -0.107
H -0.48797 -3.83182 -1.66082 -0.054 -0.181 0.134
H -1.84031 -2.92207 -4.90023 -0.160 -0.061 -0.089
H -0.61804 -4.44723 -6.44352 -0.071 -0.052 -0.071
```
Positions in Å, forces in eV/Å.

relative energy (zero: lowest compared OMol25 entry of this formula, charge and spin) = 22.16 kcal/mol
SMILES string = Cc1ccc(S(=O)(=O)N2CCC(C(=O)NCCN3CCCCCC3)CC2)cc1
calculated total energy = -1608.18878 hartree
HOMO-LUMO gap = 8.729 eV
strongest force on any atom = 1.1 eV Å⁻¹
LUMO = 0.537 eV



Q: Which value of strongest force on any atom does entry 3 give?
A: 1.1 eV Å⁻¹



Q: Which value of calculated total energy does entry 1 give?
A: -1134.15095 hartree